# 1
Computed, not measured: a 7-piece molecular cluster, C25H57Br3O9 overall at a distorted geometry, with ωB97M-V/def2-TZVPD.

HOMO-LUMO gap = 9.0 eV
DFT total energy = -9385.66745 a.u.
Charge = 0
Highest occupied orbital energy = -8.8 eV
Largest force on an atom = 3.4 eV/A

```
94
C25H57Br3O9 (ωB97M-V/def2-TZVPD)
C 5.6078 -2.8542 3.8164
C 5.1960 -2.2839 2.3643
C 3.8216 -2.9446 1.8443
C 2.5545 -1.9513 2.0279
C 2.3643 -1.1206 0.6477
C 0.9761 -0.3191 0.5768
C 0.0278 -0.6982 -0.6509
C 0.6575 -0.1566 -2.0091
C 1.0865 1.3801 -2.0590
C 2.6232 1.6577 -1.5963
C 2.6146 2.9196 -0.6188
C -1.3882 -0.0781 -0.1812
Br -1.4805 1.7618 0.5102
O -2.2067 -0.4583 -1.3460
C -1.9097 -1.8710 -1.4467
O -2.7863 -2.5767 -1.9395
C -0.4559 -2.2578 -0.8117
C -0.6182 -2.9506 0.6434
C -1.9665 -3.8414 0.7445
O -3.0302 -2.9829 1.2474
C 0.4237 -3.1748 -1.7801
Br -0.1293 -3.0624 -3.7153
C 0.4668 -4.7494 -1.4298
C 1.7717 -5.1780 -0.5658
Br 0.7589 -5.7148 -3.1919
H 6.6976 -2.6435 4.0710
H 5.4757 -3.9915 3.8729
H 4.8889 -2.3639 4.5597
H 5.0645 -1.1509 2.3927
H 6.0711 -2.4840 1.6589
H 3.9748 -3.2437 0.7567
H 3.6892 -3.9071 2.4338
H 1.6275 -2.5284 2.3256
H 2.8570 -1.1919 2.8202
H 3.2169 -0.3505 0.6657
H 2.5764 -1.7926 -0.2400
H 1.2552 0.7929 0.5636
H 0.4814 -0.4635 1.6049
H -0.1378 -0.3051 -2.8243
H 1.5630 -0.7537 -2.3850
H 0.4039 2.1162 -1.5427
H 1.0777 1.6792 -3.1634
H 3.1306 0.7339 -1.1819
H 3.2302 1.9604 -2.5233
H 1.8207 3.6519 -1.0124
H 3.5919 3.5203 -0.6401
H 2.2834 2.6723 0.4464
H -1.9608 -0.6499 0.6323
H -0.7775 -2.1654 1.4650
H 0.3091 -3.5199 0.9631
H -1.8035 -4.6572 1.5256
H -2.2435 -4.3396 -0.2326
H -3.7089 -2.8630 0.5496
H 1.5171 -2.8318 -1.7879
H -0.4920 -5.1956 -1.0385
H 2.1135 -4.3084 0.0778
H 2.6009 -5.4802 -1.2723
H 1.4930 -6.0344 0.1429
C -5.4045 1.9088 0.9553
O -4.9329 3.1396 1.4888
H -6.3340 1.6398 1.4578
H -5.5915 2.0186 -0.1161
H -4.6621 1.1252 1.1256
H -4.1124 3.3529 1.0282
C -0.5637 4.3206 -4.3246
O -0.3262 2.9218 -4.2473
H 0.2579 4.8436 -3.8347
H -0.6154 4.6303 -5.3719
H -1.5007 4.5657 -3.8181
H -1.0654 2.4836 -4.6861
C -8.2571 5.3255 0.7530
O -7.8388 4.5260 1.8479
H -9.0646 5.9799 1.0819
H -7.4181 5.9329 0.4013
H -8.6178 4.6832 -0.0549
H -7.1241 3.9576 1.5292
C -6.1140 9.2592 0.9423
O -5.1696 8.2078 1.0731
H -5.6981 10.0296 0.2934
H -7.0356 8.8729 0.4987
H -6.3231 9.6889 1.9254
H -5.5637 7.5431 1.6507
C 5.2165 -5.5325 6.9735
O 6.3989 -5.2415 6.2419
H 4.4391 -5.8410 6.2749
H 5.4087 -6.3434 7.6807
H 4.8849 -4.6405 7.5114
H 7.0692 -4.9716 6.8799
C 1.5849 1.5404 -6.4126
O 0.9883 0.5561 -5.5812
H 1.5739 2.4942 -5.8868
H 2.6183 1.2599 -6.6330
H 1.0168 1.6324 -7.3424
H 1.0097 -0.2751 -6.0698
```

So, what does the Mulliken scheme give us? The charges, in e, come out as: -1.041, -0.603, -0.607, -0.717, -0.621, -1.165, 1.021, -0.896, -0.047, -0.329, -0.985, -0.169, -0.223, -0.441, -0.012, -0.591, 1.879, -1.014, -0.875, -0.620, -0.539, -0.057, 0.140, -0.620, -0.182, 0.363, 0.246, 0.226, 0.262, 0.363, 0.314, 0.370, 0.202, 0.546, 0.415, 0.131, 0.016, 0.701, 0.360, 0.041, 0.235, -0.283, 0.161, 0.429, 0.210, 0.358, 0.214, 0.437, 0.431, 0.166, 0.360, 0.370, 0.364, 0.332, 0.388, -0.170, 0.455, 0.243, -0.512, -0.498, 0.298, 0.304, 0.156, 0.268, -0.726, -0.269, 0.250, 0.275, 0.280, 0.212, -0.468, -0.488, 0.226, 0.159, 0.259, 0.280, -0.493, -0.488, 0.222, 0.221, 0.240, 0.300, -0.552, -0.485, 0.209, 0.292, 0.264, 0.284, -0.625, -0.349, 0.161, 0.300, 0.294, 0.256



# 2
Computed, not measured: C25H57CdN2O11 as an isolated structure at a distorted geometry, with ωB97M-V/def2-TZVPD.

HOMO-LUMO gap = 5.0 eV
DFT total energy = -2091.18905 a.u.
Charge = +1
Highest occupied orbital energy = -9.9 eV
Largest force on an atom = 3.4 eV/A

```
96
C25H57CdN2O11 (ωB97M-V/def2-TZVPD)
Cd 0.6291 1.2199 -2.8662
O -0.0558 0.0234 0.7834
C 0.2383 0.2646 -0.5013
O -0.3093 -0.2946 -1.5141
O 0.9698 1.2252 -0.7953
H 0.0292 0.9253 1.1010
C -2.6581 -1.7712 1.6384
C -1.8538 -3.0490 1.5293
O -2.2635 -3.9157 2.5747
O -4.0939 -1.9066 1.4214
H -2.1735 -1.0694 0.9596
H -2.5704 -1.1627 2.5386
H -0.8414 -2.7391 1.7885
H -2.0244 -3.4958 0.5498
H -3.1813 -4.1612 2.4370
H -4.4869 -1.1473 1.8580
C -3.4047 -2.7264 -2.1248
C -2.1819 -2.9742 -3.0373
O -1.0700 -2.7848 -2.2282
O -3.5651 -1.3631 -1.7109
H -3.2155 -3.2835 -1.2072
H -4.3018 -3.0408 -2.6581
H -2.3099 -2.2695 -3.8589
H -2.1560 -4.0024 -3.3983
H -0.9539 -1.9026 -1.8677
H -2.8948 -1.1683 -1.0518
C -1.7109 1.4467 -4.8283
C -2.1284 1.8539 -3.4249
O -1.1236 2.5648 -2.7282
O -0.5192 0.6706 -4.6556
H -1.5099 2.4207 -5.2743
H -2.4404 0.9070 -5.4321
H -2.4377 0.9244 -2.9470
H -2.9186 2.6037 -3.4666
H -1.5669 3.1323 -2.0933
H -0.3582 0.2423 -5.4995
C -1.2961 3.7226 3.6006
C -2.4163 3.0380 2.7051
C -3.7962 3.5389 3.2454
C -4.9576 3.5104 2.2785
C -4.5667 4.2608 0.9709
C -3.3653 3.6368 0.2628
N -2.2066 3.5523 1.2507
O -0.9347 3.1578 0.7562
C -3.6000 2.2618 -0.3409
C -3.0648 4.6540 -0.8011
C -2.3100 1.5469 2.7538
H -1.1198 4.7883 3.4545
H -0.3876 3.1642 3.3748
H -1.5053 3.7155 4.6703
H -4.1082 2.8744 4.0511
H -3.6011 4.4397 3.8273
H -5.7648 4.0801 2.7391
H -5.1112 2.4803 1.9570
H -4.4341 5.3275 1.1516
H -5.3851 4.3105 0.2527
H -4.2291 2.2360 -1.2307
H -2.6417 1.7758 -0.5241
H -4.1896 1.6249 0.3186
H -2.9125 5.6596 -0.4092
H -2.1444 4.2563 -1.2286
H -3.8119 4.6408 -1.5947
H -1.2784 1.2455 2.5721
H -2.8684 1.1107 1.9256
H -2.7558 1.0520 3.6165
H -0.4179 3.9667 0.7728
C 7.4020 -1.4238 0.1193
C 6.5618 -2.6646 -0.1771
C 6.2906 -3.6021 1.0900
C 5.2137 -3.1006 2.0121
C 3.9731 -3.0270 1.1956
C 4.0617 -2.0834 0.0416
N 5.2712 -2.2755 -0.8302
O 5.3451 -1.4210 -2.0218
C 2.8311 -2.3741 -0.7918
C 3.8922 -0.5860 0.4399
C 7.3312 -3.5458 -1.1779
H 8.4251 -1.6995 0.3753
H 6.9246 -1.0652 1.0312
H 7.4471 -0.7549 -0.7401
H 6.0856 -4.6302 0.7917
H 7.1579 -3.4426 1.7307
H 5.3829 -2.0923 2.3900
H 5.0915 -3.6833 2.9251
H 3.1875 -2.6073 1.8238
H 3.5204 -3.9844 0.9377
H 2.7849 -1.7861 -1.7084
H 2.8203 -3.3299 -1.3157
H 1.8981 -2.2598 -0.2400
H 3.6152 0.0534 -0.3982
H 3.0381 -0.4580 1.1049
H 4.7653 -0.0881 0.8617
H 7.9112 -2.9537 -1.8857
H 6.6856 -4.2213 -1.7393
H 8.0772 -4.1215 -0.6301
H 5.6021 -0.5966 -1.6025
```

So, what does the Mulliken scheme give us? The charges, in e, come out as: 1.228, -0.503, 1.687, -1.045, -0.976, 0.110, 0.126, -0.184, -0.590, -0.543, -0.160, 0.421, 0.147, 0.246, 0.343, 0.312, -0.220, -0.201, -0.470, -0.408, -0.012, 0.417, 0.064, 0.415, 0.283, 0.060, -0.575, 0.122, -0.807, -0.407, 0.403, 0.355, 0.111, 0.456, -0.265, 0.275, -1.915, 1.830, -1.468, -0.469, -1.628, 2.045, 0.080, -0.273, -1.081, -1.819, -1.375, 0.443, 0.344, 0.415, 0.375, 0.509, 0.413, 0.265, 0.467, 0.443, 0.520, -0.199, 0.193, 0.494, 0.768, 0.382, 0.094, 0.179, 0.485, 0.290, -1.792, 1.617, -1.149, -0.812, -1.273, 2.109, 0.052, -0.425, -2.175, -1.742, -1.925, 0.455, 0.383, 0.393, 0.394, 0.511, 0.303, 0.415, 0.452, 0.425, 0.350, 0.441, 0.343, 0.432, 0.328, 0.324, 0.381, 0.418, 0.413, 0.331



# 3
Computed, not measured: a 12-piece molecular cluster, C25H57N5O7S6 overall at a distorted geometry, with ωB97M-V/def2-TZVPD.

HOMO-LUMO gap = 8.5 eV
DFT total energy = -4175.92348 a.u.
Charge = 0
Highest occupied orbital energy = -8.8 eV
Largest force on an atom = 5.4 eV/A

```
100
C25H57N5O7S6 (ωB97M-V/def2-TZVPD)
C 2.2550 1.5490 -5.2562
C 3.1075 0.3956 -4.7695
N 3.8433 -0.4006 -4.3333
H 1.8142 2.0158 -4.3753
H 1.6221 1.0849 -6.0126
H 2.8339 2.3805 -5.6580
C 2.3715 4.7311 3.9891
C 3.0857 3.9248 4.9577
N 3.6412 3.2705 5.7737
H 1.3245 4.4283 3.9770
H 2.7152 4.3779 3.0169
H 2.7542 5.7443 4.1122
C 1.4611 -7.1411 -4.3424
C 0.3519 -6.3948 -3.8269
N -0.5503 -5.7251 -3.4453
H 1.6600 -7.9940 -3.6935
H 2.4314 -6.6463 -4.3841
H 1.0944 -7.4679 -5.3155
C 1.6451 -7.4446 0.8515
C 1.8339 -8.9529 0.9758
N 1.7853 -10.1031 1.1424
H 1.8642 -7.0745 1.8531
H 0.5865 -7.2187 0.7239
H 2.2803 -7.2044 -0.0011
C 1.8746 -1.5103 6.4957
C 0.8793 -0.4040 6.7050
N 0.1193 0.4338 6.9249
H 1.7154 -2.0412 5.5571
H 1.5372 -2.1927 7.2758
H 2.9412 -1.3001 6.5745
C 4.5069 8.1321 -1.6605
S 3.6899 6.7457 -2.4060
O 3.8968 6.6928 -3.9068
C 4.8282 5.4246 -1.7606
H 3.9915 9.0893 -1.7401
H 5.5138 8.2275 -2.0670
H 4.8068 7.9403 -0.6303
H 5.0087 5.5857 -0.6978
H 5.8258 5.2501 -2.1637
H 4.4017 4.4291 -1.8836
C -6.3219 1.4459 -1.2164
S -7.7612 0.3189 -0.8794
O -8.1555 0.3192 0.5879
C -8.9412 1.4437 -1.7178
H -5.4198 1.0407 -0.7580
H -6.5726 2.4435 -0.8556
H -6.2000 1.5723 -2.2921
H -9.9236 0.9758 -1.6544
H -8.4695 1.6015 -2.6877
H -8.9746 2.3937 -1.1845
C 2.5399 -0.5043 0.6227
S 0.6818 -0.5687 0.6160
O 0.1968 0.0851 -0.6641
C 0.4885 -2.3942 0.5405
H 3.1320 -1.0412 1.3639
H 2.6663 0.5025 1.0208
H 2.9699 -0.5894 -0.3753
H 0.8032 -2.9739 1.4082
H 1.0825 -2.7848 -0.2858
H -0.4920 -2.6597 0.1452
C -2.1722 8.5552 -0.6082
S -3.3842 7.2035 -0.3340
O -3.5676 6.6041 -1.7401
C -2.3879 5.9883 0.6404
H -2.6120 9.3276 -1.2391
H -1.2413 8.0873 -0.9285
H -2.0355 9.0116 0.3722
H -1.7416 6.6153 1.2547
H -1.8713 5.1938 0.1018
H -2.9166 5.4776 1.4452
C -2.9227 -0.9124 -4.9837
S -4.0504 -0.9682 -6.4484
O -3.1965 -1.5561 -7.5498
C -5.0108 -2.3586 -5.7175
H -2.5528 -1.9355 -5.0514
H -3.4345 -0.7622 -4.0331
H -2.1457 -0.2124 -5.2908
H -5.7710 -2.6731 -6.4325
H -5.4534 -2.2389 -4.7286
H -4.3315 -3.1695 -5.4547
C -5.5345 -2.8887 6.1900
S -3.9045 -2.7067 5.2240
O -4.0511 -3.6570 4.0367
C -4.0573 -0.9209 4.6188
H -6.4217 -2.6504 5.6034
H -5.6492 -2.2246 7.0467
H -5.4612 -3.8950 6.6024
H -4.0935 -0.3893 5.5697
H -4.8634 -0.7267 3.9113
H -3.1924 -0.5365 4.0781
C 6.4003 -3.8194 2.7439
C 6.4128 -4.0621 1.2742
O 5.3948 -4.3026 0.6685
C 7.7462 -4.0867 0.5098
H 7.1925 -4.4463 3.1530
H 5.5120 -4.1413 3.2874
H 6.5785 -2.7939 3.0677
H 8.6346 -4.1167 1.1406
H 7.7587 -3.2248 -0.1574
H 7.7195 -4.9516 -0.1531
```

Here are the Mulliken charges for atoms 1 to 99, given in e: -0.650, 0.283, -0.408, 0.239, 0.247, 0.295, -0.666, 0.293, -0.396, 0.272, 0.227, 0.271, -0.720, 0.334, -0.405, 0.254, 0.281, 0.260, -0.597, 0.220, -0.377, 0.253, 0.269, 0.231, -0.693, 0.311, -0.389, 0.229, 0.254, 0.294, -0.940, 0.535, -0.613, -0.953, 0.314, 0.348, 0.336, 0.302, 0.353, 0.316, -0.898, 0.524, -0.621, -0.898, 0.294, 0.315, 0.339, 0.314, 0.328, 0.304, -0.868, 0.505, -0.605, -0.993, 0.347, 0.267, 0.300, 0.326, 0.337, 0.369, -0.854, 0.468, -0.622, -0.857, 0.320, 0.264, 0.347, 0.266, 0.314, 0.356, -0.804, 0.481, -0.600, -0.934, 0.273, 0.329, 0.272, 0.296, 0.357, 0.331, -0.917, 0.489, -0.609, -0.874, 0.318, 0.359, 0.293, 0.309, 0.321, 0.308, -1.082, 0.748, -0.554, -0.958, 0.356, 0.307, 0.276, 0.309, 0.284



# 4
Computed, not measured: a 13-piece molecular cluster, C25H57N7O32 overall at a distorted geometry, with ωB97M-V/def2-TZVPD.

HOMO-LUMO gap (alpha / beta) = 3.3 / 7.8 eV
DFT total energy = -3777.03953 a.u.
<S²> = 0.7564
Charge = -1
Multiplicity = 2
Highest occupied orbital energy (alpha / beta) = -1.7 / -6.2 eV
Largest force on an atom = 4.7 eV/A
Relative energy (zero: lowest compared OMol25 entry of this formula, charge and spin) = 0.0000 eV

```
121
C25H57N7O32 (ωB97M-V/def2-TZVPD)
C 3.5867 -17.7422 -7.5649
O 3.4476 -18.1918 -8.8855
C 2.6846 -19.2625 -9.1430
O 2.1375 -19.9865 -8.2915
O 2.6364 -19.5361 -10.3984
C 1.7360 -20.4413 -10.9958
H 3.9447 -16.7127 -7.5629
H 4.2773 -18.3140 -6.9450
H 2.5922 -17.6157 -7.1370
H 0.7163 -20.1205 -10.7828
H 2.0526 -21.4307 -10.6657
H 1.6331 -20.4722 -12.0805
C -2.5680 -20.9340 -4.4320
O -3.2612 -19.7289 -3.9581
C -2.8364 -18.5102 -4.3538
O -1.8608 -18.2632 -5.0294
O -3.8479 -17.6919 -4.0870
C -3.8520 -16.3386 -4.4226
H -2.8705 -21.8564 -3.9362
H -1.5157 -20.8060 -4.1780
H -2.7134 -21.0084 -5.5096
H -4.3048 -15.9071 -3.5299
H -4.4401 -16.1169 -5.3132
H -2.8835 -15.8772 -4.6156
C -6.5050 -22.7125 -7.6963
O -7.7753 -22.0881 -7.9825
C -8.7462 -22.1743 -7.1322
O -8.8809 -22.8854 -6.1512
O -9.6430 -21.2679 -7.5209
C -10.7644 -20.8863 -6.7308
H -5.8130 -22.7606 -8.5370
H -6.5928 -23.6880 -7.2180
H -5.9566 -22.1266 -6.9586
H -10.9973 -19.9195 -7.1772
H -10.5704 -20.6655 -5.6812
H -11.6042 -21.5758 -6.8173
C 1.1281 -20.6232 -5.0501
O 2.4437 -20.1351 -5.2438
C 2.9634 -19.3601 -4.2911
O 2.3315 -19.0324 -3.2837
O 4.3371 -19.1962 -4.5755
C 5.1111 -18.5029 -3.6748
H 0.8424 -20.8466 -4.0222
H 1.0366 -21.5869 -5.5511
H 0.3312 -20.0767 -5.5544
H 6.0987 -18.4661 -4.1346
H 5.0667 -19.0391 -2.7268
H 4.7524 -17.4963 -3.4599
C -9.5059 -20.8037 -11.4318
O -8.1728 -21.1290 -11.3006
C -7.7438 -22.3041 -11.7436
O -8.4603 -23.2473 -12.1265
O -6.4090 -22.3254 -11.6356
C -5.6534 -23.4878 -11.6165
H -9.6489 -20.0702 -12.2253
H -9.8598 -20.4299 -10.4711
H -10.2074 -21.6192 -11.6076
H -4.5776 -23.3130 -11.6188
H -5.8602 -24.1792 -12.4334
H -5.8690 -24.0864 -10.7314
C -0.2739 -17.2260 -12.9188
O -1.6121 -17.3179 -12.3953
C -2.0882 -18.5702 -12.0488
O -1.3843 -19.5664 -12.1424
O -3.3726 -18.4460 -11.6733
C -3.9227 -19.5219 -10.9177
H -0.2370 -17.1691 -14.0067
H 0.3815 -17.9949 -12.5096
H 0.1524 -16.2656 -12.6290
H -3.1998 -19.9125 -10.2015
H -4.0888 -20.1820 -11.7690
H -4.8284 -19.2144 -10.3950
C -1.2588 -22.3159 -8.3332
N -2.6394 -22.2350 -8.7657
O -3.4538 -21.6372 -8.1120
O -2.8722 -22.9935 -9.6858
H -0.6974 -22.1053 -9.2434
H -1.1540 -23.3187 -7.9191
H -1.1321 -21.5300 -7.5886
C -2.3072 -22.4357 -12.8198
N -1.0905 -22.4889 -13.7343
O -0.0076 -22.8441 -13.2516
O -1.2868 -22.1832 -14.8979
H -1.9531 -22.0375 -11.8690
H -2.6339 -23.4543 -12.6102
H -3.0484 -21.7692 -13.2608
C -3.1377 -25.9883 -10.5310
N -1.7086 -25.6275 -10.8663
O -0.9747 -25.1934 -9.9683
O -1.3180 -25.8675 -12.0418
H -3.5976 -26.1684 -11.5026
H -3.5360 -25.1072 -10.0279
H -3.0020 -26.8425 -9.8676
C 0.0924 -23.7791 -2.9260
N -0.7074 -24.1213 -4.1600
O -1.4586 -25.0721 -4.1653
O -0.5113 -23.3982 -5.1635
H 0.7679 -24.6320 -2.8604
H -0.5267 -23.8461 -2.0314
H 0.5793 -22.8091 -3.0273
C -5.8703 -18.9555 -6.9230
N -6.4256 -17.9603 -7.7495
O -6.9843 -16.9827 -7.2763
O -6.3479 -18.1490 -8.9840
H -4.9797 -19.4067 -7.3603
H -6.6030 -19.7252 -6.6808
H -5.5787 -18.4512 -6.0017
C 0.3064 -26.1076 -7.1406
N 1.7442 -26.4641 -6.7665
O 2.0022 -26.6189 -5.5627
O 2.5462 -26.6048 -7.7325
H 0.0486 -26.8174 -7.9267
H 0.2684 -25.0585 -7.4340
H -0.3021 -26.3606 -6.2724
C -4.1099 -25.7799 -5.3594
N -3.5494 -24.9897 -6.4848
O -3.5533 -25.5605 -7.5916
O -3.1889 -23.8247 -6.3628
H -4.5696 -25.0901 -4.6516
H -3.3804 -26.4244 -4.8689
H -4.8590 -26.5314 -5.6086
```

Here are the Mulliken charges for atoms 1 to 99, given in e: -0.607, -0.362, 0.754, -0.525, -0.414, -0.509, 0.306, 0.272, 0.257, 0.143, 0.413, 0.259, 0.130, -0.375, 0.771, -0.569, -0.355, -0.655, 0.224, 0.001, 0.046, 0.264, 0.231, 0.322, -0.606, -0.047, 0.694, -0.624, -0.235, -0.751, 0.019, 0.484, 0.111, 0.251, 0.320, 0.297, -0.976, -0.120, 0.707, -0.586, -0.269, -0.725, 0.286, 0.325, 0.354, 0.228, 0.309, 0.315, -0.742, -0.184, 0.688, -0.647, -0.099, -0.613, 0.285, 0.177, 0.376, -0.110, 0.434, 0.356, -0.450, -0.385, 0.679, -0.444, -0.381, 0.223, 0.260, 0.120, 0.267, 0.056, 0.057, 0.090, -0.987, 0.496, -0.218, 0.187, 0.158, 0.082, 0.357, -0.613, 1.047, -0.574, -0.613, -0.012, 0.423, 0.308, -0.466, 0.835, -0.422, -0.587, 0.280, -0.034, 0.341, -0.875, 0.681, -0.537, -0.189, 0.328, 0.317